[1]
Below is a structure of composition C11H26AgF6N2O9S2 in a non-equilibrium geometry, with properties calculated with ωB97M-V with the def2-TZVPD basis set.

Structure (XYZ):
```
57
Properties=species:S:1:pos:R:3:forces:R:3:lowdin_charge:R:1
Ag -0.912188 -0.314572 -1.087873 -0.583 -0.365 -0.427 1.129
C -0.031534 0.947915 3.997548 -0.599 0.551 -0.618 -0.012
C 0.627840 1.236506 2.622638 0.597 1.500 0.352 -0.403
C 2.081492 1.761102 2.946826 0.098 -1.120 -0.831 -0.142
C 3.081138 0.677443 3.297522 1.258 -0.598 -0.125 -0.181
C 3.046673 -0.538060 2.326141 -1.657 1.728 -0.023 -0.097
C 1.610996 -1.149829 2.090163 2.903 -0.805 0.510 -0.467
N 0.714040 -0.029893 1.763510 -4.874 -0.955 -0.466 -0.006
O -0.597132 -0.451221 1.246747 4.487 1.581 1.131 -0.140
C 1.206611 -1.938337 3.323724 -1.963 -1.131 0.628 -0.023
C 1.878727 -2.186693 0.943000 -1.744 0.693 -0.473 -0.015
C -0.091912 2.473317 1.914059 0.065 -1.374 0.235 -0.017
H -0.268606 1.910405 4.450869 0.591 0.251 0.066 0.094
H 0.633003 0.396809 4.662952 -0.366 -0.149 -0.100 0.083
H -1.048735 0.567763 3.903250 0.270 -0.835 -0.123 0.093
H 2.111917 2.481634 3.764142 -0.627 0.117 -0.192 0.133
H 2.529894 2.235357 2.073829 -0.477 0.368 -0.275 0.118
H 3.168623 0.540829 4.375386 -0.466 -0.801 -0.009 0.115
H 4.056183 1.102056 3.058585 0.187 0.219 0.211 0.114
H 3.833398 -1.280983 2.457440 -0.359 -0.041 0.244 0.137
H 3.210027 -0.040085 1.370409 0.614 -0.147 -0.354 0.108
H 0.128266 -1.985130 3.475669 -0.384 0.229 -0.540 0.088
H 1.489336 -1.694694 4.347838 0.978 0.498 -0.416 0.092
H 1.420214 -2.987503 3.119439 0.446 0.069 0.319 0.090
H 2.224461 -1.718934 0.021175 0.495 0.127 0.179 0.089
H 0.951932 -2.652378 0.607905 -0.115 -0.079 0.356 0.052
H 2.516098 -3.006217 1.275026 0.216 0.476 0.081 0.101
H 0.085648 3.333744 2.559227 0.009 -0.086 -0.008 0.092
H -1.167121 2.345312 1.788992 0.027 -0.207 0.225 0.074
H 0.290095 2.703121 0.919390 0.286 -0.178 0.120 0.063
C 0.317258 0.835393 -5.128955 1.143 -0.989 -0.191 -0.559
F -0.193732 0.696098 -6.368311 0.693 0.935 2.164 0.143
F 1.685031 0.939139 -5.261887 -2.007 -0.217 0.332 0.112
F -0.102462 1.864146 -4.380390 -0.164 -0.129 -1.196 0.123
S -0.010835 -0.761231 -4.041987 3.487 1.414 1.748 0.718
O 0.117301 -1.794692 -5.007183 -0.932 -0.504 0.227 -0.238
O 1.055410 -0.715405 -2.980429 -3.115 0.131 -1.783 -0.364
N -1.559372 -0.539931 -3.186871 4.866 0.824 -0.444 -0.355
S -2.572586 -0.865809 -4.325253 -5.931 -1.576 -2.865 0.581
O -2.427961 -0.181384 -5.603272 0.787 -0.249 1.797 -0.262
O -2.834819 -2.295303 -4.398084 0.241 1.433 0.459 -0.273
C -4.240801 -0.038870 -3.667508 2.941 -0.508 -1.134 -0.624
F -4.648799 -0.862495 -2.712967 -0.878 0.426 0.659 0.124
F -3.972904 1.212978 -3.220280 -0.686 -0.999 0.081 0.117
F -5.096997 -0.005548 -4.659051 -0.076 0.159 0.411 0.190
O 1.113645 0.804626 -0.752973 0.366 0.388 0.026 -0.083
H 1.345836 0.780916 0.175327 0.015 -0.002 0.377 0.001
H 1.747614 1.406033 -1.143646 0.153 0.054 -0.635 0.085
O -1.639199 1.906158 -1.002450 0.203 0.060 0.116 -0.070
H -1.234642 2.666805 -1.419565 0.365 0.134 -0.282 0.075
H -2.519104 2.200885 -0.767662 -0.488 -0.260 0.016 0.066
O -0.831449 -2.562321 -1.068012 -0.072 -0.055 0.258 -0.062
H -0.659036 -3.239460 -1.722233 0.066 -0.004 -0.690 0.088
H -0.892242 -3.038587 -0.239942 -0.148 0.038 0.445 0.064
O -3.241108 -0.331836 -0.440180 -0.005 0.166 0.403 -0.070
H -3.390533 -0.227659 0.499536 0.076 0.004 0.431 0.063
H -4.092900 -0.591429 -0.791298 -0.211 -0.207 -0.405 0.049
```
Positions in Å, forces in eV/Å.

Properties
**E_HOMO (spin up / spin down)**: -13.0 / -12.9 eV
**F_max**: 6.77 eV/Å
**Multiplicity**: 3
**Charge**: +1
**Frontier orbital gap (spin up / spin down)**: 10.2 / 5.4 eV
**Calculated total energy**: -2763.4475 Eh

[2]
Below is a cluster of 2 separate species, C11H26BIN4O4 in total in a non-equilibrium geometry, with properties calculated with ωB97M-V with the def2-TZVPD basis set.

Structure (XYZ):
```
47
Properties=species:S:1:pos:R:3:forces:R:3:lowdin_charge:R:1
C -0.608009 -2.242851 3.606026 0.637 -1.092 -0.751 -0.137
C 0.947146 -1.921066 3.079612 -0.679 -0.982 1.113 -0.209
C 1.018111 -1.747623 1.473055 0.577 -2.912 -0.545 -0.191
N 0.943676 -0.399787 0.873731 -2.475 1.413 -0.614 -0.137
C 0.660297 0.751345 1.775654 -0.089 2.120 -1.120 -0.170
C 2.102827 1.385623 2.322519 5.109 -4.013 2.658 -0.638
O 3.120293 0.665239 2.797019 -7.079 4.336 -3.240 -0.113
I 2.457498 3.585515 2.237857 -0.576 -1.608 -0.059 0.752
C 0.286473 -0.322473 -0.478924 1.727 -0.227 -1.477 -0.101
N 1.232541 -0.094373 -1.676912 -1.062 -2.569 4.383 0.036
C 2.657331 0.175569 -1.180716 1.440 -0.226 -0.537 -0.085
N -1.052069 -0.457083 -0.749701 1.602 0.144 1.024 0.118
C -2.053433 -0.716464 0.350242 -1.690 -0.609 1.465 -0.163
N -3.088122 0.408666 0.420759 0.811 -0.544 0.642 -0.119
C -4.264812 0.023695 1.290480 -1.619 -0.112 0.831 -0.146
B -1.632411 -0.405498 -2.183884 -1.679 0.471 -3.025 -0.422
O -2.590765 -1.492199 -2.546873 0.583 3.259 1.445 0.060
O -1.338231 0.656528 -3.166831 -1.739 -1.796 3.862 -0.034
C -1.532980 2.003147 -2.606278 1.133 1.943 0.311 -0.087
H -1.010607 -3.077668 2.853085 0.591 1.919 1.606 0.084
H -1.307913 -1.304420 3.568595 1.289 -1.833 0.296 0.058
H -0.594179 -2.783793 4.665878 -0.053 1.597 -2.201 0.092
H 1.418823 -1.073784 3.730947 -0.767 -1.440 -1.600 0.107
H 1.552317 -2.913312 3.354586 -1.215 2.272 -0.825 0.133
H 2.027772 -2.266395 1.102146 -2.065 1.246 0.806 0.142
H 0.152030 -2.418228 0.999519 1.725 1.249 1.127 0.130
H -0.129053 0.589946 2.621538 1.765 0.091 -1.176 0.129
H 0.208953 1.621564 1.090663 1.038 -1.786 1.549 0.129
H 1.307000 -1.066994 -2.102482 -0.529 1.666 -0.006 0.155
H 2.687959 1.098370 -0.449664 0.022 -1.949 -1.785 0.100
H 3.298335 0.370674 -2.168103 -0.906 0.618 1.948 0.088
H 3.148560 -0.794094 -0.692317 -1.235 2.111 -0.691 0.107
H -2.654194 -1.713228 0.115708 1.452 2.171 0.264 0.162
H -1.610145 -0.825535 1.425200 -0.042 -0.047 -2.337 0.112
H -2.638478 1.257238 0.852282 -0.533 -1.279 -0.678 0.108
H -4.268643 -1.125446 1.579469 0.148 2.402 -0.617 0.098
H -4.312454 0.653653 2.295914 0.290 -1.410 -2.060 0.099
H -5.305355 0.243863 0.748460 2.403 -0.514 0.993 0.099
H -3.532919 -1.119145 -2.633961 2.221 -0.683 -0.174 0.141
H -0.556755 2.624236 -2.889022 -2.258 -1.270 0.564 0.131
H -2.491514 2.544097 -3.030784 1.953 -1.412 0.615 0.117
H -1.628125 2.032242 -1.434953 0.169 -0.306 -2.202 0.082
C 3.812502 1.916608 -4.213934 -0.235 0.327 -0.944 -0.508
O 4.428091 1.864985 -3.042234 0.121 -0.479 1.096 -0.388
H 4.439554 1.838349 -5.118292 0.605 -0.145 -0.268 0.034
H 3.056168 1.140816 -4.422167 -0.602 -0.786 0.129 0.018
H 3.236911 2.829491 -4.442913 -0.284 0.672 0.204 0.028
```
Positions in Å, forces in eV/Å.

Properties
**E_HOMO**: -4.9 eV
**F_max**: 8.91 eV/Å
**Multiplicity**: 1
**Frontier orbital gap**: 3.0 eV
**Calculated total energy**: -1276.9196 Eh

[3]
Below is a structure of composition C11H26MnN4O7S in a non-equilibrium geometry, with properties calculated with ωB97M-V with the def2-TZVPD basis set.

Structure (XYZ):
```
50
Properties=species:S:1:pos:R:3:forces:R:3:lowdin_charge:R:1
O 0.168277 3.527503 -0.477544 -0.003 0.238 -0.725 -0.129
H 0.030203 4.454442 -0.725034 0.050 -0.410 0.198 0.100
Mn 0.107225 0.248006 0.538116 -1.480 -0.814 1.258 0.966
N -1.424849 -0.853748 0.219438 -3.580 0.519 0.674 -0.186
N -1.242298 1.341761 1.295372 -2.862 0.443 0.861 -0.196
N 1.289612 -0.830069 -0.483357 4.004 -1.113 -1.009 -0.111
N 1.684964 1.273444 0.743110 4.061 0.539 -0.022 -0.102
O -1.322443 -2.123077 -0.096888 0.424 -0.388 -0.567 -0.146
O 0.937631 -2.010379 -1.033242 0.119 0.682 0.394 -0.035
O 1.743812 2.311151 1.608856 -0.390 -0.570 -0.468 0.020
O -0.857732 2.359880 1.981131 -0.243 -0.237 -0.337 -0.093
C -2.537922 0.930103 1.185190 2.368 1.875 0.669 -0.230
C -2.632791 -0.371848 0.627029 2.858 -1.837 -1.378 -0.219
C 2.604355 -0.513820 -0.387509 -3.349 -1.835 -0.997 -0.203
C 2.826100 0.743062 0.260711 -2.185 2.370 1.888 -0.197
C -3.839731 -1.227265 0.569046 -0.461 -0.069 0.132 0.009
H -3.690831 -2.158656 1.132079 0.134 0.178 -0.205 0.103
H -4.091618 -1.506021 -0.463755 0.235 0.026 0.218 0.110
H -4.702440 -0.714686 1.001180 0.158 -0.081 -0.089 0.081
C -3.688302 1.731579 1.667666 -0.233 -0.015 0.060 0.000
H -3.553721 2.787148 1.411034 0.056 -0.156 0.217 0.098
H -3.834452 1.629052 2.753678 0.140 0.173 -0.246 0.108
H -4.598354 1.367199 1.181092 0.123 0.189 0.107 0.081
C 3.678634 -1.421795 -0.843333 0.310 -0.105 -0.300 0.017
C 4.173091 1.337649 0.456374 0.251 0.064 -0.047 0.022
H 3.260980 -2.240034 -1.433242 0.071 0.170 0.115 0.092
H 4.227946 -1.848255 0.009187 -0.206 0.149 -0.098 0.114
H 4.414092 -0.873695 -1.444985 -0.140 -0.111 0.084 0.103
H 4.112746 2.331650 0.902490 -0.084 -0.212 -0.022 0.095
H 4.679891 1.419034 -0.516116 -0.141 -0.025 0.207 0.106
H 4.807771 0.695198 1.085910 -0.247 0.141 -0.109 0.112
H -0.106075 -2.132953 -0.676630 -0.067 -0.342 -0.128 0.038
H 0.743957 2.438518 1.845932 0.362 0.357 -0.136 0.076
C -0.258619 2.700016 -1.566893 -0.082 0.364 0.394 -0.144
H -1.234942 2.268271 -1.306680 0.040 -0.015 -0.279 0.069
H 0.477181 1.887938 -1.679236 -0.112 0.194 -0.199 0.057
H -0.345632 3.261086 -2.510214 0.093 -0.395 0.260 0.100
O -0.815181 0.443524 -4.373654 0.056 -0.182 0.850 -0.058
H -0.131701 0.092889 -3.776268 -0.247 0.105 -0.458 0.028
H -1.631001 0.315436 -3.863825 0.191 0.048 -0.357 0.038
C 0.312747 -3.327147 2.447650 -0.136 -0.154 -0.082 -0.229
S -0.246517 -1.789623 3.160301 0.370 0.134 -0.117 0.934
C 0.643770 -1.911759 4.702094 -0.095 0.073 0.164 -0.234
O 0.543938 -0.697133 2.427627 -0.171 -0.011 -0.374 -0.566
H 0.109188 -4.104671 3.188384 0.052 -0.037 -0.181 0.069
H 1.384548 -3.243015 2.241363 -0.174 -0.023 0.079 0.075
H -0.259477 -3.505235 1.532278 0.158 0.055 0.179 0.045
H 1.704579 -2.044140 4.473529 -0.146 0.069 0.070 0.073
H 0.463516 -0.981439 5.247020 0.115 -0.163 -0.065 0.068
H 0.254902 -2.760387 5.272631 0.035 0.145 -0.081 0.070
```
Positions in Å, forces in eV/Å.

Properties
**E_HOMO (spin up / spin down)**: -10.8 / -10.9 eV
**F_max**: 4.28 eV/Å
**Multiplicity**: 5
**Charge**: +1
**Relative energy (zero: lowest compared OMol25 entry of this formula, charge and spin)**: 0.0 kJ/mol
**Frontier orbital gap (spin up / spin down)**: 6.6 / 6.1 eV
**Calculated total energy**: -2729.1892 Eh

[4]
Below is a structure of composition C11H27ClIN2P2Pm in a non-equilibrium geometry, with properties calculated with ωB97M-V with the def2-TZVPD basis set.

Structure (XYZ):
```
45
Properties=species:S:1:pos:R:3:forces:R:3:lowdin_charge:R:1
C -0.716793 -0.889434 -0.639573 -1.014 4.469 -1.102 -0.641
I 1.201953 -0.694459 0.242131 2.000 -0.452 0.339 1.073
H -0.859330 -0.280209 -1.598294 0.837 -1.572 0.689 0.048
H -0.758380 0.047745 0.007061 -2.585 -0.957 0.071 -0.097
H -1.510997 -1.640411 -0.536503 0.578 0.400 0.721 0.026
Pm 1.708826 1.895490 -4.010118 -0.388 0.142 -0.104 1.121
P 0.445738 2.567661 -1.180092 -0.314 1.586 0.416 0.715
C 0.090680 3.407038 0.463150 -0.163 -0.134 0.171 -0.252
C 2.104438 3.392778 -1.423022 1.009 0.037 -0.283 -0.359
H 1.956842 4.478268 -1.543382 0.200 -0.369 0.079 0.060
H -0.207301 4.792153 -2.089054 -0.101 -0.414 -0.110 0.060
H 2.820711 3.067569 -2.252540 -0.660 0.394 1.013 -0.026
H -0.666671 3.481250 -3.243630 -0.230 0.207 0.323 0.009
H 0.736014 3.082704 1.278508 0.037 -0.318 -0.223 0.021
H 2.692621 3.215297 -0.508027 -0.160 0.106 -0.321 0.060
C -0.592939 3.762119 -2.175275 0.469 -0.037 -0.097 -0.306
H 0.200143 4.495469 0.424266 0.168 -0.090 -0.520 0.065
H -1.586950 3.756489 -1.728876 -0.138 -0.142 -0.295 0.054
H -0.944937 3.237219 0.774908 0.143 -0.330 -0.183 0.055
P 0.313977 -2.943352 -1.194571 -0.382 -2.230 -0.430 0.682
C -0.178699 -3.757438 0.343732 0.040 0.241 -0.583 -0.238
C -0.870473 -3.780227 -2.301437 0.550 0.299 -0.419 -0.191
H 2.313988 -3.262246 -2.482766 0.136 0.071 0.023 0.062
H 1.704386 -4.722729 -1.710187 0.176 -0.215 -0.002 0.066
H 2.592442 -3.529253 -0.717062 -0.227 0.025 -0.393 0.059
C 1.898452 -3.662011 -1.560545 0.717 -0.231 -0.052 -0.251
H -0.839221 -3.428949 -3.333636 -0.089 0.051 0.121 0.065
H -0.527186 -4.814122 -2.280648 -0.186 -0.162 -0.092 0.062
H -0.298616 -4.794348 0.094642 0.105 -0.694 -0.066 0.066
H -1.140475 -3.422285 0.666831 -0.597 0.367 0.357 0.044
H -1.866419 -3.723897 -1.886889 -0.307 0.069 -0.014 0.060
H 0.543383 -3.641457 1.114973 0.537 0.082 0.667 0.040
Cl 1.881659 -0.153555 -5.393668 0.001 -0.323 0.007 -0.264
C 0.554872 1.469064 3.524390 0.218 0.452 -0.111 -0.023
C -0.689533 0.762383 3.255997 -3.224 0.719 0.117 -0.424
N -1.177008 0.452666 2.058144 2.302 -1.966 0.686 0.014
C -2.020317 -0.623399 2.302081 -1.440 0.873 -0.205 -0.163
C -2.433082 -0.617372 3.621076 1.565 -0.086 -1.395 -0.048
N -1.547166 0.308604 4.226764 -0.381 -1.143 0.362 0.102
H 1.059884 0.911911 4.318191 0.278 0.404 -0.100 0.101
H 1.065877 1.341712 2.572612 0.637 0.306 0.259 0.018
H 0.450168 2.537912 3.769653 0.086 -0.419 0.060 0.101
H -2.233284 -1.304412 1.450749 -0.605 0.784 1.049 0.085
H -3.184786 -1.273895 4.040713 0.365 0.442 0.601 0.114
H -1.486487 0.495976 5.239241 0.038 -0.242 -1.029 0.178
```
Positions in Å, forces in eV/Å.

Properties
**E_HOMO (spin up / spin down)**: -13.4 / -12.5 eV
**F_max**: 4.71 eV/Å
**Multiplicity**: 5
**Charge**: +2
**Frontier orbital gap (spin up / spin down)**: 6.5 / 5.1 eV
**Calculated total energy**: -2593.0416 Eh

What is the formula in the third record?
C11H26MnN4O7S

Look up the multiplicity of the third one.
5

What is the formula in the first record?
C11H26AgF6N2O9S2